(1)
Formula: C41H49F11N3O33
Source: the OMol25 dataset
Level of theory: ωB97M-V with the def2-TZVPD basis set

Results
**HOMO**: -11.41 eV
**HOMO-LUMO gap**: 8.861 eV
**Calculated total energy**: -5337.401443 Eh
**Molar mass**: 1320.809 g mol⁻¹
**Total charge**: +1

Last column: Mulliken charge in e.
Geometry (Å):
N: -6.6568 -4.0003 1.2765  -0.547
C: -5.3896 -4.2925 0.6271  -0.086
C: -5.1794 -3.7849 -0.7944  -0.720
C: -5.4847 -2.3138 -0.9924  0.223
C: -5.4654 -1.9055 -2.4736  -1.115
C: -4.1667 -1.2493 -2.9362  -0.330
N: -3.5885 -0.3295 -1.9517  0.334
C: -2.3377 -0.4969 -1.4049  -0.626
C: -2.1467 0.5411 -0.5138  -1.020
N: -3.2951 1.2995 -0.5590  0.010
C: -4.1462 0.7516 -1.4276  -0.255
H: -6.7485 -3.0392 1.5596  0.211
H: -7.4540 -4.2875 0.7300  0.256
H: -4.5829 -3.9603 1.2684  0.051
H: -5.3028 -5.3756 0.5857  -0.015
H: -5.7149 -4.4101 -1.5040  0.493
H: -4.1192 -3.9203 -1.0122  0.225
H: -6.4753 -2.0977 -0.5994  0.567
H: -4.7867 -1.7272 -0.4006  -0.294
H: -6.3176 -1.2875 -2.7359  0.343
H: -5.5534 -2.8055 -3.0723  0.479
H: -3.4031 -1.9821 -3.1643  0.021
H: -4.3444 -0.6902 -3.8489  0.403
H: -1.6784 -1.3082 -1.6450  1.022
H: -1.3198 0.7968 0.1142  0.617
H: -3.4681 2.1260 -0.0153  0.232
H: -5.1208 1.1211 -1.6741  0.482
C: 0.8745 -1.6471 -4.5806  0.250
C: 0.5256 -1.6792 -6.0516  0.317
O: -0.5300 -2.6298 -6.0890  -0.357
C: -1.1317 -2.6469 -4.8800  0.584
O: -2.1672 -3.1899 -4.6601  -0.553
O: -0.3987 -1.9654 -3.9717  -0.126
F: 1.5437 -2.1191 -6.8194  -0.273
H: 1.5897 -2.4214 -4.3211  -0.222
H: 1.2412 -0.6796 -4.2483  0.306
H: 0.1656 -0.7329 -6.4605  0.250
C: -2.7841 -1.3300 3.2053  -0.450
C: -1.3784 -0.8518 2.9226  0.472
O: -0.9586 -1.7304 1.8821  -0.342
C: -2.0622 -2.1560 1.2218  0.500
O: -2.0613 -2.6713 0.1512  -0.357
O: -3.1777 -1.8606 1.9221  -0.262
F: -0.5534 -0.9852 3.9775  -0.296
H: -2.7852 -2.1307 3.9430  0.305
H: -3.4553 -0.5427 3.5294  0.313
H: -1.3159 0.1757 2.5582  0.133
C: -3.5628 -2.1607 7.8313  -0.210
C: -3.6958 -0.9580 8.7375  0.313
O: -3.0387 0.0564 7.9842  -0.352
C: -3.1245 -0.2661 6.6765  0.620
O: -2.8899 0.4830 5.7828  -0.507
O: -3.5275 -1.5497 6.5272  -0.306
F: -3.0558 -1.1269 9.9128  -0.290
H: -2.6239 -2.6866 8.0074  0.267
H: -4.3958 -2.8517 7.9164  0.149
H: -4.7225 -0.6479 8.9334  0.319
C: 5.9330 -2.5720 -5.3907  -0.460
C: 5.1499 -1.4316 -4.7806  0.532
O: 4.3150 -2.1076 -3.8490  -0.285
C: 4.9533 -3.2549 -3.4733  0.668
O: 4.6345 -3.9434 -2.5665  -0.534
O: 5.9971 -3.4953 -4.2982  -0.342
F: 4.3637 -0.7900 -5.6820  -0.319
H: 5.3960 -3.0237 -6.2259  0.271
H: 6.9321 -2.2869 -5.7067  0.307
H: 5.7701 -0.6953 -4.2695  0.162
C: 1.7292 -7.7142 -3.1873  -0.487
C: 2.9277 -7.4892 -4.0854  0.328
O: 2.7227 -6.1559 -4.5262  -0.276
C: 2.0001 -5.5095 -3.5765  0.578
O: 1.8752 -4.3320 -3.5164  -0.527
O: 1.4676 -6.3893 -2.7061  -0.307
F: 2.9360 -8.3182 -5.1536  -0.285
H: 0.8734 -8.0685 -3.7628  0.278
H: 1.9224 -8.3897 -2.3595  0.270
H: 3.8930 -7.5509 -3.5814  0.303
C: -5.7405 -5.9829 11.1875  -0.444
C: -4.8187 -5.6026 10.0479  0.278
O: -5.3712 -4.3618 9.6265  -0.255
C: -5.9904 -3.7899 10.7007  0.625
O: -6.3323 -2.6576 10.7434  -0.501
O: -6.1411 -4.6973 11.6843  -0.327
F: -4.8682 -6.4684 9.0144  -0.227
H: -6.6134 -6.5223 10.8194  0.290
H: -5.2543 -6.5577 11.9697  0.287
H: -3.7768 -5.4555 10.3391  0.256
C: 4.5461 4.8942 -0.6036  -0.490
C: 5.2259 3.6399 -0.0947  0.281
O: 6.5405 3.7820 -0.6074  -0.319
C: 6.7890 5.1119 -0.7450  0.698
O: 7.8561 5.5950 -0.9080  -0.491
O: 5.6373 5.8192 -0.6561  -0.265
F: 4.6611 2.5172 -0.5925  -0.267
H: 4.1433 4.7412 -1.6056  0.302
H: 3.7675 5.2661 0.0570  0.300
H: 5.2746 3.5579 0.9924  0.247
C: 6.4122 9.1025 -1.3044  -0.119
C: 5.5172 9.5361 -0.1660  0.411
O: 5.1581 10.8530 -0.5445  -0.334
C: 5.2277 10.9318 -1.9025  0.614
O: 4.7694 11.8107 -2.5509  -0.485
O: 5.8761 9.8572 -2.4003  -0.335
F: 6.1596 9.5659 1.0238  -0.279
H: 7.4467 9.3980 -1.1280  0.274
H: 6.3691 8.0388 -1.5092  -0.006
H: 4.6087 8.9403 -0.0547  0.260
C: 8.8406 3.6851 -3.2720  -0.472
C: 9.4438 2.4404 -3.8822  0.309
O: 8.3978 1.4929 -3.7204  -0.296
C: 7.2201 2.1661 -3.6915  0.711
O: 6.1606 1.6483 -3.8303  -0.517
O: 7.4351 3.4875 -3.5214  -0.302
F: 10.5391 2.0166 -3.2162  -0.287
H: 9.0161 3.7301 -2.1979  0.259
H: 9.1832 4.6064 -3.7333  0.302
H: 9.6864 2.5215 -4.9428  0.286
C: 2.8456 14.1955 -3.0664  -0.248
C: 1.9446 14.6458 -1.9378  0.338
O: 1.6065 15.9644 -2.3203  -0.316
C: 1.6865 16.0415 -3.6825  0.609
O: 1.2428 16.9209 -4.3350  -0.493
O: 2.3306 14.9550 -4.1688  -0.324
F: 2.5797 14.6726 -0.7402  -0.282
H: 3.8813 14.4749 -2.8776  0.242
H: 2.7948 13.1330 -3.2724  0.198
H: 1.0278 14.0628 -1.8301  0.283
C: -5.7449 -8.3130 2.3503  -0.414
C: -7.1192 -7.7648 2.6735  0.483
O: -7.1837 -7.9233 4.0768  -0.324
C: -5.9108 -7.8884 4.5646  0.656
O: -5.6265 -7.7450 5.7016  -0.504
O: -5.0217 -8.0206 3.5490  -0.322
F: -8.1109 -8.4815 2.0909  -0.295
H: -5.7827 -9.3921 2.1964  0.296
H: -5.2730 -7.8371 1.4960  0.236
H: -7.2568 -6.7095 2.4287  0.185

=====

(2)
Formula: C43H90ClN11O13P
Source: the OMol25 dataset
Level of theory: ωB97M-V with the def2-TZVPD basis set

Results
**HOMO**: -10.09 eV
**HOMO-LUMO gap**: 7.368 eV
**Calculated total energy**: -4074.198379 Eh
**Molar mass**: 1035.684 g mol⁻¹
**Total charge**: +1

Last column: Mulliken charge in e.
Geometry (Å):
C: 1.7952 -9.4144 -1.0232  -1.108
C: 1.1815 -9.1892 -2.4293  -0.390
C: -0.3494 -9.3376 -2.4544  -0.848
C: -1.1561 -8.0695 -2.0421  -0.432
N: -0.4546 -6.7948 -2.2831  0.657
C: -1.0236 -5.7436 -1.5258  -1.030
C: -2.0734 -5.0148 -2.0799  1.896
C: -2.5585 -5.3674 -3.4666  -1.135
O: -3.4802 -6.1357 -3.6076  -0.512
O: -1.9250 -4.8246 -4.5680  -0.401
P: -2.9309 -3.8517 -5.4899  0.194
O: -2.3495 -4.0930 -6.9830  -0.353
Cl: -2.2472 -1.9218 -4.9936  -0.189
C: -2.6646 -4.0054 -1.3207  1.162
C: -3.8125 -3.2091 -1.9263  -0.818
N: -5.1196 -3.5127 -1.3244  -0.280
C: -5.3538 -4.9374 -1.0934  -0.811
C: -2.2079 -3.7496 -0.0517  0.651
C: -2.9399 -2.6508 0.7106  -2.067
N: -2.2737 -1.3622 0.4069  0.161
C: -3.2176 -0.2700 0.1187  -1.139
N: -1.1851 -4.4613 0.4734  0.533
C: -0.7502 -4.1779 1.8511  -1.750
C: -0.0794 -2.7943 2.0198  -0.293
O: 0.4656 -2.3007 0.8128  0.093
C: 1.1604 -1.0969 1.1140  -0.342
C: 2.1446 -0.6803 0.0349  -1.551
C: -0.6035 -5.4376 -0.2491  0.091
O: 0.3780 -6.1167 0.3592  -0.587
C: 1.6350 -6.1116 -0.3663  -0.171
C: 2.0899 -4.7320 -0.8657  -0.078
O: 2.0888 -4.6439 -2.2904  -0.155
C: 3.3946 -4.4897 -2.8215  -0.668
C: 3.9954 -3.0726 -2.6187  -0.538
H: 1.1785 -9.0036 -0.2135  0.210
H: 2.0270 -10.4681 -0.8465  0.454
H: 2.7361 -8.8457 -0.9958  0.279
H: 1.6010 -9.9804 -3.0677  0.416
H: 1.5282 -8.2520 -2.8798  0.253
H: -0.6025 -10.1304 -1.7352  0.335
H: -0.6983 -9.7128 -3.4253  0.384
H: -2.1105 -8.1139 -2.5935  0.234
H: -1.4267 -8.1836 -0.9852  0.338
H: -0.4224 -6.5692 -3.2707  0.508
H: -2.8977 -3.5730 -7.5899  0.369
H: -3.5707 -2.1474 -1.7715  -0.302
H: -3.8836 -3.3489 -3.0161  0.387
H: -5.8547 -3.1549 -1.9215  0.348
H: -6.3999 -5.0638 -0.7859  0.405
H: -4.7557 -5.3398 -0.2660  0.192
H: -5.2070 -5.5748 -1.9784  0.250
H: -3.9930 -2.6352 0.4085  0.784
H: -2.9216 -2.7986 1.7979  0.535
H: -1.6028 -1.4934 -0.3385  0.179
H: -3.2447 0.0273 -0.9349  0.344
H: -4.2302 -0.4706 0.4884  0.330
H: -2.8816 0.6277 0.6547  0.375
H: -0.0983 -4.9403 2.2734  0.438
H: -1.6469 -4.1834 2.4769  0.473
H: -0.8634 -2.0893 2.3338  0.195
H: 0.6219 -2.8541 2.8611  0.924
H: 1.7178 -1.1479 2.0637  0.459
H: 0.3982 -0.3142 1.2710  0.211
H: 1.6845 -0.5498 -0.9503  0.246
H: 3.0009 -1.3658 0.0295  0.352
H: 2.5560 0.2987 0.3170  0.443
H: 1.6702 -6.8033 -1.2080  -0.539
H: 2.3870 -6.4651 0.3475  0.746
H: 3.1336 -4.5927 -0.5427  0.686
H: 1.5306 -3.8830 -0.4489  -0.247
H: 4.0742 -5.2641 -2.4282  0.381
H: 3.3611 -4.6707 -3.9041  0.327
H: 4.8508 -3.1535 -1.9305  0.251
H: 3.2388 -2.4578 -2.1151  -0.078
H: 4.3475 -2.6191 -3.5468  0.409
C: 1.5580 2.8333 -0.5069  0.292
O: 1.2628 2.7453 0.6711  -0.696
N: 2.4222 3.7248 -1.0250  0.137
C: 2.7256 3.7700 -2.4424  -0.977
C: 3.0699 4.6711 -0.1317  -0.979
H: 1.1209 2.1629 -1.2663  0.249
H: 3.7936 3.6002 -2.5929  0.352
H: 2.4577 4.7499 -2.8422  0.356
H: 2.1663 3.0045 -2.9767  0.308
H: 3.6412 4.1291 0.6231  0.280
H: 2.3135 5.2717 0.3751  0.306
H: 3.7346 5.3211 -0.6954  0.382
C: -3.3604 2.9964 -2.3386  -0.212
O: -3.3101 2.3123 -1.3262  -0.616
N: -4.0028 2.6497 -3.4684  0.184
C: -4.0252 3.5116 -4.6358  -0.998
C: -4.6939 1.3744 -3.5181  -0.856
H: -2.8710 3.9765 -2.4019  0.577
H: -5.0578 3.7696 -4.8787  0.335
H: -3.5755 2.9881 -5.4833  0.348
H: -3.4696 4.4254 -4.4441  0.344
H: -5.4571 1.3400 -2.7383  0.307
H: -3.9825 0.5647 -3.3396  0.172
H: -5.1607 1.2404 -4.4911  0.389
C: 0.0583 0.1122 4.3026  0.671
O: -0.2475 -1.0232 4.6501  -0.718
N: 0.0633 1.1862 5.0981  0.140
C: 0.4377 2.5087 4.6131  -0.247
C: -0.3170 1.0317 6.4914  -1.054
H: 0.3613 0.3451 3.2720  -0.215
H: 1.2958 2.8707 5.1794  0.292
H: -0.3920 3.1879 4.7511  0.106
H: 0.6973 2.4703 3.5547  -0.021
H: 0.3525 0.3203 6.9771  0.325
H: -1.3346 0.6423 6.5520  0.318
H: -0.2615 1.9917 6.9994  0.354
C: -4.9511 6.6628 -2.0027  0.099
O: -4.1030 5.9976 -2.5727  -0.531
N: -5.1052 6.7249 -0.6704  0.159
C: -6.1355 7.5362 -0.0501  -0.930
C: -4.2075 5.9515 0.1750  -0.789
H: -5.6777 7.2811 -2.5546  0.261
H: -5.6719 8.2761 0.6052  0.333
H: -6.7967 6.8980 0.5392  0.336
H: -6.7229 8.0520 -0.8070  0.294
H: -3.1775 6.2626 -0.0050  0.283
H: -4.2941 4.8916 -0.0694  0.204
H: -4.4572 6.1053 1.2220  0.263
C: 8.0309 -3.0261 -2.1242  0.091
O: 6.8441 -3.3049 -2.1581  -0.593
N: 8.6681 -2.2728 -3.0360  0.103
C: 10.0855 -1.9772 -2.9382  -0.910
C: 7.9099 -1.7389 -4.1548  -0.874
H: 8.6919 -3.3824 -1.3174  0.258
H: 10.2294 -0.8970 -2.8753  0.335
H: 10.5993 -2.3574 -3.8229  0.337
H: 10.5123 -2.4437 -2.0528  0.290
H: 7.1023 -1.1077 -3.7808  0.265
H: 7.4704 -2.5597 -4.7232  0.279
H: 8.5599 -1.1547 -4.8012  0.376
C: -1.4598 5.3214 5.6826  0.034
O: -0.2638 5.1112 5.7833  -0.593
N: -2.0110 6.4057 5.1125  0.211
C: -3.4457 6.5796 5.0283  -0.773
C: -1.1377 7.4382 4.5624  -1.057
H: -2.2113 4.6072 6.0652  0.313
H: -3.7427 6.6604 3.9796  0.143
H: -3.7344 7.4920 5.5543  0.354
H: -3.9616 5.7330 5.4785  0.309
H: -0.5063 6.9994 3.7872  0.235
H: -0.4882 7.8411 5.3493  0.546
H: -1.7368 8.2418 4.1369  0.388
C: 2.0024 9.4309 5.6333  0.095
O: 1.1342 8.5973 5.8222  -0.630
N: 3.3043 9.1510 5.4540  0.115
C: 4.2936 10.1881 5.2328  -0.914
C: 3.7291 7.7602 5.4843  -0.908
H: 1.7796 10.5100 5.5940  0.276
H: 4.7786 10.0302 4.2674  0.337
H: 5.0455 10.1497 6.0232  0.336
H: 3.8248 11.1700 5.2374  0.291
H: 3.2085 7.2018 4.7053  0.282
H: 3.4743 7.3212 6.4493  0.289
H: 4.8028 7.6951 5.3254  0.373

=====

(3)
Formula: C25H43F3GdO3P2S
Source: the OMol25 dataset
Level of theory: ωB97M-V with the def2-TZVPD basis set

Results
**HOMO (spin up / spin down)**: -10.74 / -10.76 eV
**HOMO-LUMO gap (spin up / spin down)**: 5.439 / 7.465 eV
**Calculated total energy**: -3349.952159 Eh
**2S+1**: 8
**Energy relative to the best compared isomer or geometry (same formula, charge and spin)**: 0.0 kJ/mol
**Molar mass**: 699.875 g mol⁻¹
**Total charge**: +1

Last column: Mulliken charge in e.
Geometry (Å):
Gd: 1.1622 0.2898 -2.0457  0.612
C: -1.0188 -1.2351 0.2367  0.518
C: -1.1617 0.0548 -0.3512  1.023
C: -0.9219 -1.4981 -2.0470  0.518
C: -0.7915 -2.1667 -0.7936  0.431
C: -1.2676 -0.1294 -1.7626  0.179
C: -1.0170 -1.5036 1.6943  -1.354
H: -0.3460 -0.8029 2.2234  -0.010
H: -0.6835 -2.5220 1.9609  0.380
H: -2.0185 -1.3820 2.1462  0.381
C: -0.3932 -3.5805 -0.6140  -1.428
H: -1.0715 -4.1224 0.0667  0.367
H: 0.6120 -3.6233 -0.1656  0.118
H: -0.3716 -4.1156 -1.5712  0.416
C: -0.8221 -2.1031 -3.4121  -1.586
H: -1.2701 -3.1089 -3.3863  0.384
H: 0.2153 -2.2170 -3.7928  0.334
H: -1.3979 -1.5226 -4.1556  0.341
C: -1.6893 0.9281 -2.7276  -1.007
H: -2.5858 1.4426 -2.3364  0.316
H: -1.9736 0.5094 -3.7047  0.328
H: -0.9330 1.7273 -2.9148  0.331
C: -1.4818 1.3066 0.3642  -1.494
H: -2.5712 1.4714 0.4402  0.442
H: -1.0646 2.1807 -0.1458  0.371
H: -1.0709 1.3017 1.3778  0.135
C: 2.3873 2.2607 2.7789  -0.718
C: 1.1169 2.1936 3.2861  -0.571
C: 0.0996 3.2747 3.1490  -0.361
C: 0.5877 4.7398 2.9737  -1.073
C: 0.5810 5.2735 1.5721  -0.873
C: 1.0605 4.6262 0.5006  -0.218
C: 1.7382 3.3014 0.5520  2.391
C: 2.8224 3.1595 1.6637  -0.766
H: -0.5072 3.2479 4.0694  0.579
H: 1.5742 4.8629 3.4355  0.331
H: -0.6298 3.0260 2.3607  -0.043
H: 3.0850 4.1779 2.0006  0.628
H: 3.1959 1.6703 3.2064  0.591
H: 0.8075 1.2782 3.8152  0.478
H: 3.7398 2.7241 1.2058  0.241
H: 1.0354 2.4632 0.6474  -0.962
H: 0.8410 4.9896 -0.5115  0.215
H: 2.2178 3.0796 -0.4277  -1.118
H: -0.1335 5.3698 3.5285  0.417
H: -0.0540 6.1460 1.4360  0.391
P: 3.6748 3.7841 -1.8693  1.635
P: 2.3130 2.9364 -4.3613  0.553
C: 4.3830 4.6228 -3.3906  -1.254
C: 3.8990 3.9465 -4.6487  -1.096
H: 5.4745 4.5563 -3.3055  0.639
H: 4.1085 5.6865 -3.3858  0.443
H: 3.6841 4.6953 -5.4252  0.482
H: 4.6646 3.2740 -5.0538  0.474
C: 2.0450 2.8633 -6.1996  -1.281
H: 1.0042 2.5855 -6.3907  0.381
H: 2.7105 2.1095 -6.6380  0.379
H: 2.2516 3.8333 -6.6834  0.390
C: 1.2832 4.4745 -4.1735  -1.094
H: 1.7021 5.3270 -4.7299  0.462
H: 1.1675 4.7568 -3.1230  0.094
H: 0.2893 4.2514 -4.5760  0.474
C: 5.2836 3.0999 -1.2808  -1.491
H: 5.1285 2.1176 -0.8103  0.166
H: 5.7258 3.8110 -0.5615  0.391
H: 5.9533 2.9944 -2.1523  0.482
C: 3.7961 5.3911 -0.9261  -1.704
H: 4.7376 5.9130 -1.2037  0.517
H: 3.7409 5.3137 0.1758  0.346
H: 2.9474 6.0184 -1.2495  0.398
F: 4.0475 -2.0734 2.1473  -0.193
C: 2.8776 -1.8829 1.5107  0.631
F: 2.3516 -3.1068 1.2424  -0.227
F: 2.0490 -1.2535 2.3838  -0.151
S: 3.0758 -0.7605 -0.0554  1.450
O: 4.4520 -0.3823 -0.1064  -0.670
O: 2.5690 -1.3830 -1.3508  -0.688
O: 2.0393 0.3193 0.1857  -0.545